No. 1
{
  "formula": "C4H6OS",
  "method": "the ωB97M-V functional and the def2-TZVPD basis",
  "symbols": ["S", "O", "C", "C", "C", "C", "H", "H", "H", "H", "H", "H"],
  "xyz": [[0.4406, 0.6869, 1.4661], [-0.0668, -0.2119, -1.9603], [1.3685, -1.5341, -0.5135], [0.1808, -0.5969, -0.8363], [-1.8595, 0.7834, 0.0613], [-0.5127, 0.2182, 0.1718], [2.0281, -1.1492, 0.2590], [1.8476, -1.7291, -1.4989], [-1.6167, 1.8107, -0.1869], [1.0399, -2.4875, -0.0920], [-2.4825, 0.2793, -0.5855], [-2.3930, 0.7561, 1.0287]],
  "forces_ev_per_angstrom": [[-0.873, -0.375, -1.147], [0.061, -0.762, -0.486], [-0.824, -0.254, -0.900], [1.070, 0.452, -0.673], [0.463, 0.623, 1.610], [1.772, -0.121, 3.927], [0.067, 0.406, -0.363], [-0.080, 0.166, 0.880], [-0.830, 0.355, -0.357], [-0.330, -0.002, -0.192], [-1.144, -0.734, -2.060], [0.647, 0.246, -0.239]],
  "lumo_energy_ha": -0.037,
  "largest_force_ha_per_bohr": 0.08382,
  "smiles": "CC(=O)C(C)=S",
  "orbital_gap_ha": 0.2914,
  "homo_ev": -8.9,
  "energy_ha": -629.3934
}

=====

No. 2
{
  "formula": "C48H35Cl5F3N5OSiSn",
  "method": "the ωB97M-V functional and the def2-TZVPD basis",
  "symbols": ["Sn", "Cl", "Cl", "Cl", "Cl", "Cl", "Si", "F", "F", "F", "O", "N", "N", "N", "N", "N", "C", "C", "C", "C", "C", "C", "C", "C", "C", "C", "C", "C", "C", "C", "C", "C", "C", "C", "C", "C", "C", "C", "C", "C", "C", "C", "C", "C", "C", "C", "C", "C", "C", "C", "C", "C", "C", "C", "C", "C", "C", "C", "C", "C", "C", "C", "C", "C", "H", "H", "H", "H", "H", "H", "H", "H", "H", "H", "H", "H", "H", "H", "H", "H", "H", "H", "H", "H", "H", "H", "H", "H", "H", "H", "H", "H", "H", "H", "H", "H", "H", "H", "H"],
  "xyz": [[0.0575, -0.2716, -0.2931], [1.4097, -5.6004, -2.3819], [-1.2825, -5.5078, 2.2904], [-1.1139, -2.4352, 2.2856], [1.3617, -2.5056, -2.4224], [0.0171, -7.1184, -0.0400], [-2.5928, -0.2294, 0.0436], [1.2720, -0.3539, -7.2740], [-0.1633, 1.2242, -7.5307], [-0.7867, -0.8276, -7.6784], [0.7900, 0.1840, 2.1704], [0.1865, 2.5670, 0.6152], [0.7534, 7.4397, -0.5823], [2.9252, 0.1762, 0.4831], [-0.6024, 0.0115, -2.7759], [-1.0167, 7.5740, 0.7661], [0.4328, 8.7538, -0.4181], [-4.5186, -2.2175, 0.9401], [-4.9827, 2.3193, 2.3711], [5.4534, -0.6966, 1.1951], [1.0340, 9.9018, -0.9308], [1.0806, 3.2554, -0.0838], [-0.5915, 11.2110, 0.3083], [-0.0749, 5.3190, 0.2682], [4.4261, -0.6757, 2.1209], [-3.3508, 1.3701, 3.8389], [0.5190, 0.8312, -4.7054], [5.1825, -0.3097, -0.1106], [-1.0420, 4.5819, 0.9544], [-1.2092, 10.0890, 0.8198], [0.9966, 4.6156, -0.2937], [0.6573, -4.7226, -1.1040], [0.0049, 0.0013, -6.9950], [2.0118, -0.2596, 2.6857], [-1.3724, -0.7357, -3.5467], [3.1653, -0.2451, 1.7147], [0.0531, -2.5760, -0.1016], [0.6327, -3.3349, -1.1077], [3.9067, 0.1308, -0.4084], [-0.2580, 0.0041, -5.5100], [-2.8230, 0.6542, 2.7785], [-0.8632, 3.2172, 1.0984], [-3.0948, -2.9166, -0.8331], [-3.3657, 0.7459, 1.5003], [-3.3134, 0.7183, -1.4596], [0.0513, -5.4034, -0.0519], [-4.4532, 1.5937, 1.3173], [-0.6867, 8.8612, 0.4445], [-5.1154, -3.4657, 0.9500], [-3.4990, -1.9158, 0.0444], [0.5079, 11.1177, -0.5522], [-3.2067, 2.6618, -2.8982], [-4.3392, 0.2265, -2.2565], [-4.8000, 0.9369, -3.3531], [-1.2396, -0.7826, -4.9264], [-0.4814, -3.2956, 0.9592], [-3.6889, -4.1647, -0.8370], [-4.7049, -4.4445, 0.0604], [-0.1124, 6.7595, 0.1272], [0.3000, 0.7914, -3.3448], [-4.4325, 2.2095, 3.6379], [-2.7599, 1.9453, -1.8047], [-0.5191, -4.6837, 0.9925], [-4.2341, 2.1572, -3.6795], [-4.5924, 2.7161, -4.5327], [-5.9011, -3.6820, 1.6593], [3.6519, 0.4671, -1.4064], [1.9039, 2.6699, -0.4682], [0.8835, 1.3987, -2.6706], [-2.9219, 1.2728, 4.8264], [-5.6099, 0.5441, -3.9524], [-1.8713, -1.4224, -5.5227], [-1.9686, 0.0159, 2.9414], [-4.8453, 2.7729, 4.4621], [-3.3536, -4.9232, -1.5323], [-1.9572, 2.3410, -1.1961], [-2.7610, 3.6166, -3.1432], [5.9483, -0.3391, -0.8694], [0.9560, 12.0261, -0.9227], [-4.8405, -1.4633, 1.6439], [-0.9625, 12.1894, 0.5774], [-5.1630, -5.4234, 0.0723], [1.8547, -1.2929, 3.0089], [-2.0543, 10.1607, 1.4862], [1.7317, 5.1562, -0.8675], [6.4424, -1.0184, 1.4841], [1.2815, 1.4622, -5.1343], [-4.8892, 1.6884, 0.3324], [1.8796, 9.8265, -1.5940], [0.8689, 1.1121, 1.8995], [-2.2784, -2.7214, -1.5182], [-1.7696, 7.2889, 1.3666], [-1.5857, 2.6118, 1.6275], [4.5841, -0.9955, 3.1389], [-1.9278, 5.0402, 1.3686], [2.2867, 0.3338, 3.5702], [-5.8334, 2.9672, 2.2095], [-2.1266, -1.3186, -3.0443], [-4.7861, -0.7274, -2.0103]],
  "forces_ev_per_angstrom": [[-0.007, -0.240, -0.318], [-0.012, -0.026, -0.001], [-0.034, -0.111, 0.092], [-0.301, 0.401, 0.746], [0.421, 0.231, -0.664], [0.000, -0.132, 0.005], [-1.104, -0.011, -0.022], [0.098, -0.059, 0.205], [-0.067, 0.150, 0.162], [-0.243, -0.213, 0.143], [-0.285, 0.094, -0.017], [-0.017, 0.034, 0.458], [0.132, -0.774, -0.080], [0.063, 0.147, 0.313], [-0.272, -0.215, -0.029], [0.028, -0.356, -0.014], [-0.669, 0.371, 0.508], [-0.039, 0.139, 0.035], [-0.132, 0.100, 0.069], [-0.221, -0.025, 0.040], [-0.138, -0.036, 0.107], [0.170, 0.121, -0.109], [-0.115, 0.033, 0.078], [-0.051, -0.933, 0.039], [-0.018, -0.015, -0.113], [0.057, -0.008, 0.203], [-0.193, -0.219, -0.213], [0.045, 0.054, 0.052], [0.190, 0.262, -0.204], [-0.091, 0.031, 0.047], [-0.240, 0.157, 0.085], [-0.051, -0.174, -0.030], [0.108, 0.112, -0.327], [0.295, -0.232, 0.544], [-0.105, -0.131, -0.296], [0.220, 0.002, -0.118], [0.028, -0.025, 0.032], [-0.193, 0.002, 0.410], [0.202, -0.015, -0.076], [-0.028, 0.001, 0.105], [0.012, -0.080, 0.083], [-0.129, 0.126, 0.157], [0.064, 0.061, -0.183], [0.496, -0.238, -0.319], [0.264, -0.402, 0.343], [0.015, 0.021, -0.035], [-0.085, 0.016, -0.149], [0.528, 0.384, -0.420], [-0.136, -0.119, 0.073], [0.418, 0.462, 0.019], [0.140, 0.010, -0.117], [0.042, 0.204, -0.025], [-0.083, -0.150, 0.110], [-0.145, 0.030, -0.170], [0.212, 0.133, -0.232], [0.329, -0.118, -0.503], [0.006, -0.185, -0.141], [-0.012, -0.070, 0.032], [0.097, 0.773, -0.169], [0.294, 0.230, -0.213], [-0.052, 0.065, 0.002], [0.046, 0.148, 0.095], [-0.005, -0.067, -0.045], [-0.036, 0.013, -0.091], [-0.020, 0.016, -0.059], [-0.080, -0.006, 0.072], [-0.010, -0.008, -0.105], [0.163, -0.042, -0.108], [0.187, 0.090, 0.149], [0.064, -0.004, 0.069], [-0.044, -0.056, -0.043], [-0.041, -0.035, -0.015], [0.166, -0.052, 0.085], [-0.042, 0.043, 0.070], [0.027, -0.044, -0.030], [0.158, 0.123, -0.007], [0.045, 0.060, -0.014], [0.051, 0.029, -0.088], [0.042, 0.111, -0.054], [-0.085, 0.048, 0.112], [-0.034, 0.043, 0.025], [-0.043, -0.050, 0.012], [-0.023, 0.076, 0.076], [-0.114, 0.067, 0.077], [0.135, 0.000, 0.005], [0.085, -0.056, 0.002], [0.052, 0.100, 0.008], [-0.069, 0.047, -0.063], [0.129, -0.005, -0.078], [-0.098, 0.173, -0.246], [0.045, -0.073, -0.048], [0.047, -0.046, 0.003], [-0.124, 0.054, 0.111], [0.056, -0.034, 0.153], [-0.061, 0.038, 0.069], [-0.023, -0.157, -0.029], [-0.051, 0.045, -0.037], [-0.120, -0.130, -0.012], [-0.079, -0.101, -0.008]],
  "lumo_energy_ha": -0.015,
  "largest_force_ha_per_bohr": 0.02147,
  "orbital_gap_ha": 0.2235,
  "homo_ev": -6.5,
  "energy_ha": -5303.5711
}

=====

No. 3
{
  "formula": "C2H11N3O",
  "method": "the ωB97M-V functional and the def2-TZVPD basis",
  "symbols": ["O", "N", "N", "N", "C", "C", "H", "H", "H", "H", "H", "H", "H", "H", "H", "H", "H"],
  "xyz": [[0.3865, 2.9568, -1.5886], [0.3135, 0.6208, -2.1239], [-0.3783, -1.2087, 0.1549], [-0.3382, -0.7989, 2.5837], [-0.3129, -1.8137, 1.5321], [0.2890, 1.5756, -1.0497], [-0.3018, 0.9380, -2.8536], [0.5959, -2.4713, 1.5163], [-0.5947, 0.0700, 2.1516], [-1.2183, -2.4482, 1.6026], [1.2687, 3.2240, -1.2822], [-1.3796, -0.9479, 0.0760], [0.4608, -0.7807, 3.1806], [-0.3355, -2.0490, -0.5429], [1.0315, 1.4233, -0.2616], [-0.6540, 1.4641, -0.5679], [1.1672, 0.2459, -2.5274]],
  "forces_ev_per_angstrom": [[0.718, -1.050, 1.316], [-0.086, -0.380, 0.115], [-0.806, -1.908, -0.396], [-0.659, -1.072, -0.908], [-0.022, -0.768, -0.934], [0.624, 0.508, -1.386], [-0.037, -0.012, -0.198], [-0.731, 0.652, 0.527], [0.356, 0.510, 0.317], [0.543, -0.080, 0.498], [-0.482, 0.323, -0.448], [0.775, 0.143, -0.290], [0.446, 0.359, -0.058], [0.105, 2.046, 1.533], [0.174, -0.237, -0.477], [-0.902, 0.318, 0.264], [-0.016, 0.648, 0.522]],
  "lumo_energy_ha": 0.033,
  "largest_force_ha_per_bohr": 0.04976,
  "smiles": "NCN.NCO",
  "orbital_gap_ha": 0.3586,
  "homo_ev": -8.9,
  "energy_ha": -322.2537
}